Entry 1:
Entry from OMol25: C6H14NP as an isolated structure at a distorted geometry (ωB97M-V with the def2-TZVPD basis set).

CARTESIAN COORDINATES (ANGSTROEM)
N -0.2923 1.1158 -1.2546
C 1.5771 -1.3713 1.0519
C -2.2982 -0.0801 -1.7435
H -0.4132 -1.0719 0.0993
P 1.1238 0.5473 -0.8810
H 1.7872 1.4534 1.2707
C 2.1653 1.7027 0.2350
H 3.2927 1.7940 0.0093
H 1.1908 -2.2133 1.7201
H 1.7875 0.4520 -2.1462
H 1.8447 2.8095 0.1095
H -3.0816 -0.7141 -1.3705
C -1.4982 0.6079 -0.6669
H -1.6770 -0.6600 -2.3056
C 0.9761 -1.1431 -0.2181
H -2.7412 0.6688 -2.3284
H 2.5719 -1.6650 0.6547
H -2.0229 1.4481 -0.3103
H -1.0093 0.0626 1.4395
C -1.3816 -0.3450 0.5373
H 1.9487 -0.5950 1.7639
H -2.3046 -0.9101 0.7065

The value obtained for the HOMO-LUMO gap is 7.4 eV. As for the spin multiplicity: 1. The value obtained for the total energy is -632.89530 a.u. As for the energy relative to the best compared isomer or geometry (same formula, charge and spin): 4.112 eV. Its HOMO energy is -7.957 eV. The calculation puts the LUMO energy at -0.022 hartree.

Entry 2:
Entry from OMol25: a 2-piece molecular cluster, C6H14NS overall (ωB97M-V with the def2-TZVPD basis set).

CARTESIAN COORDINATES (ANGSTROEM)
C -1.4304 1.8773 -0.9104
H 1.3471 -3.9981 0.2429
H -0.3896 -2.4423 0.8819
H 2.5624 -2.7119 0.2294
H -1.7787 2.2185 -1.8907
C 0.6547 -2.1101 0.9937
S 0.7367 -0.3154 0.8019
H 1.9186 -3.1666 -2.0898
N -1.0796 3.0796 -0.1640
C -2.5082 1.0373 -0.2414
H -2.8047 0.2677 -0.9599
C 0.0883 3.1569 0.3091
H -3.3896 1.6103 0.0470
H 0.1980 -2.9261 -1.7099
H 0.3630 4.0893 0.8014
H -0.5576 1.2304 -1.0575
H -2.0782 0.5101 0.6094
C 1.5100 -2.9345 0.0245
H 0.8251 2.3459 0.3307
C 1.2163 -2.6328 -1.4473
H 1.3130 -1.5527 -1.5620
H 0.9297 -2.3857 2.0175

The value obtained for the HOMO-LUMO gap is 6.6 eV. As for the spin multiplicity: 1. Its total charge is -1. The value obtained for the total energy is -689.95398 a.u. As for the energy relative to the best compared isomer or geometry (same formula, charge and spin): 0.581 eV. Its HOMO energy is -2.574 eV. The calculation puts the LUMO energy at 0.148 hartree.

Entry 3:
Entry from OMol25: a 2-piece molecular cluster, C6H14NS overall at a distorted geometry (ωB97M-V with the def2-TZVPD basis set).

CARTESIAN COORDINATES (ANGSTROEM)
H 0.2528 2.8072 0.6498
C 0.6659 -0.2901 2.8201
H -0.6132 0.5930 0.3947
H -1.3241 -1.5855 0.5162
S -2.8281 -0.4631 -1.0178
C 0.5885 2.3748 -0.2832
N 1.3886 0.1078 -0.2726
C 0.2854 0.8533 -0.1432
C 0.1714 0.1245 -1.4855
H -0.7163 0.5639 -2.0203
C -0.3052 -1.3770 -1.5783
H -0.4038 -1.7269 -2.6246
H 1.7093 -0.3495 2.5508
H 0.0559 2.9501 -1.0313
H 0.5462 -2.0386 -1.1965
H -1.7028 -2.8395 -0.6510
H 0.1435 -0.2604 1.8661
H 0.9194 0.3499 -2.2257
H 1.6858 2.4633 -0.5046
C -1.5294 -1.6915 -0.6013
H 0.3512 -1.2172 3.3166
H 0.6589 0.6516 3.5216

The value obtained for the HOMO-LUMO gap is 6.5 eV. As for the spin multiplicity: 1. Its total charge is -1. The value obtained for the total energy is -689.78661 a.u. As for the energy relative to the best compared isomer or geometry (same formula, charge and spin): 5.135 eV. Its HOMO energy is -2.771 eV. The calculation puts the LUMO energy at 0.137 hartree.

Entry 4:
Entry from OMol25: C6H14NS as an isolated structure at a distorted geometry (ωB97M-V with the def2-TZVPD basis set).

CARTESIAN COORDINATES (ANGSTROEM)
C -0.1724 0.3436 0.3521
C -2.6051 0.8498 -0.0186
H -3.3636 0.7694 -0.8239
H 2.5812 -0.5229 1.5705
H 0.6810 -0.7625 -2.0427
H -1.1413 0.3136 -1.7852
N 1.7668 -1.0865 1.2527
H -0.1136 2.4508 -0.0531
H -1.6313 -0.9422 -0.7409
H -0.5091 -0.0088 1.2481
C 1.1738 -1.3462 -1.2673
C 0.3840 1.7051 0.5112
C 1.1460 -0.3816 -0.0824
H -2.9425 0.1930 0.6841
C -1.3958 0.1758 -0.7074
H 2.1599 -1.9244 0.7958
S 1.9917 1.1848 -0.3077
H -2.4263 1.8923 0.2187
H 1.1932 -1.1830 2.0747
H 2.1558 -1.5599 -1.3369
H 0.5480 -2.1224 -1.0630
H 0.5198 1.9624 1.5211

The value obtained for the HOMO-LUMO gap is 10.0 eV. As for the spin multiplicity: 1. Its total charge is +1. The value obtained for the total energy is -689.64057 a.u. As for the energy relative to the best compared isomer or geometry (same formula, charge and spin): 2.011 eV. Its HOMO energy is -13.459 eV. The calculation puts the LUMO energy at -0.126 hartree.

Entry 5:
Entry from OMol25: one molecule with the formula C6H14O (ωB97M-V with the def2-TZVPD basis set).

CARTESIAN COORDINATES (ANGSTROEM)
O 1.9719 -0.4151 0.4381
H -1.9940 -0.6255 -1.7764
H 0.3731 1.7554 1.5624
C -1.8071 -1.1249 -0.8194
H 1.6906 1.4784 -0.3271
H -1.9025 1.7415 1.1782
H 0.0688 0.0435 1.6945
H -2.0932 -0.7720 1.2974
H 3.6335 -1.4914 0.0644
H -0.7464 -1.4046 -0.7957
C 1.1089 0.5769 -0.0760
C 0.0504 0.8811 0.9864
H -1.3965 1.6173 -0.4880
H -2.3915 -2.0505 -0.8280
H 3.7559 0.2230 -0.4115
C -2.1998 -0.2188 0.3542
H 0.6448 0.2339 -1.0150
H 2.7986 -0.9115 -1.4096
H -3.2669 0.0347 0.2747
C -1.3868 1.0812 0.4735
C 3.0881 -0.6527 -0.3771

The value obtained for the HOMO-LUMO gap is 10.9 eV. As for the spin multiplicity: 1. The value obtained for the total energy is -312.22161 a.u. As for the energy relative to the best compared isomer or geometry (same formula, charge and spin): 0.910 eV. Its HOMO energy is -9.769 eV. The calculation puts the LUMO energy at 0.042 hartree.

Entry 6:
Entry from OMol25: a 2-piece molecular cluster, C6H14O overall (ωB97M-V with the def2-TZVPD basis set).

CARTESIAN COORDINATES (ANGSTROEM)
H 0.3252 2.1854 -1.7972
C 0.8523 -0.8599 0.6115
H 0.9989 -3.1697 1.8672
H -0.9896 0.2325 -0.9831
H -0.0564 -1.0902 1.1744
H -1.0072 0.9292 0.6537
H -2.3394 -1.6930 -0.2379
H -2.2891 -2.3133 0.1704
H 0.3234 2.8749 -0.1744
C -0.4328 0.8799 -0.2860
C 1.8987 -1.6806 0.5923
O 0.8509 0.3363 -0.0375
H 2.7368 -2.9521 2.1215
C 1.9490 -2.9698 1.3582
C -1.6097 2.9294 -1.1589
H -2.2004 2.3426 -1.8729
H -1.4738 3.9281 -1.5844
H -2.2034 3.0367 -0.2429
H 2.7683 -1.3940 0.0028
H 2.1618 -3.8201 0.6985
C -0.2634 2.2679 -0.8753

The value obtained for the HOMO-LUMO gap is 9.6 eV. As for the spin multiplicity: 1. The value obtained for the total energy is -312.17880 a.u. As for the energy relative to the best compared isomer or geometry (same formula, charge and spin): 2.074 eV. Its HOMO energy is -8.425 eV. The calculation puts the LUMO energy at 0.044 hartree.

Entry 7:
Entry from OMol25: C6H14O as an isolated structure (ωB97M-V with the def2-TZVPD basis set).

CARTESIAN COORDINATES (ANGSTROEM)
H 1.0022 0.7278 -1.0403
C 2.2954 -0.7115 -0.0372
H -1.9383 0.0264 -1.2141
H 3.8338 0.7494 0.4632
H 2.3303 -1.2169 0.9354
C -2.4378 -0.4644 -0.0602
C 3.6131 0.0085 -0.3146
H 2.1128 -1.4820 -0.7951
C -3.6967 0.2180 0.4182
C -1.1880 0.1841 0.0609
H -0.9558 0.6342 -1.8679
O -0.0732 -0.4765 0.2152
H 1.2466 1.0389 0.7109
H 4.4464 -0.6993 -0.3465
H 3.5818 0.5317 -1.2773
H -4.5664 -0.1676 -0.1214
H -1.1671 1.2634 0.2139
H -3.8889 0.0833 1.4922
H -3.6538 1.2971 0.2244
C 1.1371 0.2611 -0.0565
H -2.4008 -1.5501 -0.1207

The value obtained for the HOMO-LUMO gap is 7.5 eV. As for the spin multiplicity: 1. The value obtained for the total energy is -312.05277 a.u. As for the energy relative to the best compared isomer or geometry (same formula, charge and spin): 5.504 eV. Its HOMO energy is -6.760 eV. The calculation puts the LUMO energy at 0.028 hartree.

Entry 8:
Entry from OMol25: C6H14O as an isolated structure (ωB97M-V with the def2-TZVPD basis set).

CARTESIAN COORDINATES (ANGSTROEM)
H -0.1304 1.3785 -1.5594
H 1.9663 -0.8665 1.5446
C -0.2526 0.8488 -0.6072
H 2.2101 0.8461 3.4179
C 1.1325 1.0881 1.5785
C 2.2524 0.7441 2.3415
H 1.2495 2.0587 0.9223
H -2.0658 -2.1412 -2.5875
C -2.7006 -1.5005 -1.9550
C 1.0408 0.7519 0.1580
C -0.8583 -0.5202 -0.9119
H -1.0553 -1.0649 0.0263
H 1.9705 0.7356 -0.4133
O -2.0514 -0.3012 -1.6248
H -3.6073 -1.2416 -2.5076
H 1.6206 -0.9737 0.7991
H -0.1598 -1.1346 -1.5052
H -2.9789 -2.0701 -1.0542
H -0.9883 1.4050 -0.0149
H 0.1668 1.2099 2.0685
H 3.2393 0.7476 1.8845

The value obtained for the HOMO-LUMO gap is 8.4 eV. As for the spin multiplicity: 1. The value obtained for the total energy is -312.03825 a.u. As for the energy relative to the best compared isomer or geometry (same formula, charge and spin): 5.899 eV. Its HOMO energy is -7.468 eV. The calculation puts the LUMO energy at 0.036 hartree.

Entry 9:
Entry from OMol25: one molecule with the formula C6H14O (ωB97M-V with the def2-TZVPD basis set).

CARTESIAN COORDINATES (ANGSTROEM)
H 1.2474 0.9841 -0.7974
H -1.1158 -1.6027 -0.7283
H -3.6510 -0.8177 -1.2095
C -0.9560 -0.5677 -0.3995
C 3.7212 0.5750 -0.3388
H 0.5496 -1.4358 0.9377
H -2.5551 -0.7034 1.0590
C 1.4790 -0.0102 -0.3727
H 3.5111 1.5981 -0.6917
C -3.3486 0.1435 -0.7779
H 1.6254 -0.6954 -1.2277
H 4.5972 0.5961 0.3136
C -2.2326 -0.0342 0.2499
H -3.0032 0.7803 -1.6020
H -2.0156 0.9329 0.7238
H 0.1595 0.2439 1.2890
C 0.3058 -0.4740 0.4724
H -4.2347 0.6146 -0.3416
H 3.9442 -0.0502 -1.2188
H -0.7913 0.0097 -1.3215
O 2.6478 0.0589 0.4018

The value obtained for the HOMO-LUMO gap is 11.0 eV. As for the spin multiplicity: 1. The value obtained for the total energy is -312.22506 a.u. As for the energy relative to the best compared isomer or geometry (same formula, charge and spin): 0.816 eV. Its HOMO energy is -9.829 eV. The calculation puts the LUMO energy at 0.042 hartree.

Entry 10:
Entry from OMol25: a 2-piece molecular cluster, C6H14O overall at a distorted geometry (ωB97M-V with the def2-TZVPD basis set).

CARTESIAN COORDINATES (ANGSTROEM)
H -1.8595 -1.2874 -0.4455
H 1.3399 -1.0612 1.9067
H -0.9588 -0.4473 3.1065
H -0.0192 0.7256 -1.4706
H 2.1919 4.6360 -3.5795
H 0.4097 0.3314 1.2643
H -1.2628 -3.0205 1.4012
C -1.1755 -2.6181 2.4132
H -1.9975 -2.4128 3.1051
H 2.9363 5.6670 -2.6692
C -0.8008 0.0022 -1.5473
H -1.7021 0.2030 -2.1532
C 0.3915 -0.7746 1.4020
H -0.3817 -3.1092 2.8827
O 2.2812 5.5495 -3.2807
C -0.8654 -0.9052 -0.6277
C 0.4515 -1.4697 -0.0648
C -0.8463 -0.9596 2.0884
H 0.6701 -2.5057 0.0727
H -1.7379 -0.8354 1.4612
H 1.1922 -0.9299 -0.6197

The value obtained for the HOMO-LUMO gap is 10.0 eV. As for the spin multiplicity: 1. The value obtained for the total energy is -312.12990 a.u. As for the energy relative to the best compared isomer or geometry (same formula, charge and spin): 3.405 eV. Its HOMO energy is -9.173 eV. The calculation puts the LUMO energy at 0.029 hartree.